{
  "formula": "C4H5N3S",
  "method": "the ωB97M-V functional and the def2-TZVPD basis",
  "spin_multiplicity": 1,
  "gap_ev": 9.1175,
  "homo_energy_ha": -0.3261,
  "energy_ha": -717.7655,
  "de_lowest_kj_mol": 336.4,
  "fmax_ha_per_bohr": 0.092,
  "elements": ["S", "N", "C", "H", "H", "C", "H", "H", "C", "C", "N", "H", "N"],
  "coordinates": [[-3.3393, -0.2031, 0.0974], [0.2238, 0.6800, -0.6752], [1.5502, -0.8707, 0.1640], [0.9025, 0.9444, 1.2965], [1.6797, -1.3585, 1.0930], [-1.6442, -0.1264, -0.2023], [2.2824, -1.2021, -0.5769], [-3.3416, 1.1099, -0.3767], [1.2686, 0.6878, 0.3521], [0.2654, -0.7353, -0.5598], [-1.0481, 1.1093, -0.2507], [2.1472, 1.2347, -0.0400], [-0.9467, -1.2701, -0.3215]],
  "atomic_forces_ev_per_a": [[-0.6, 1.5, -0.6], [-0.5, -1.6, 0.9], [0.6, 1.5, -1.6], [-0.4, 0.4, 1.4], [-0.6, -1.1, 0.6], [-1.0, 2.5, 0.3], [0.7, 0.6, 0.6], [-0.7, -1.1, 0.7], [4.0, -0.7, -2.3], [-3.4, 0.2, 1.1], [-0.2, -3.6, -1.3], [-0.5, 0.4, 0.9], [2.8, 1.0, -0.5]]
}